Molecular formula: C16H44AgFeN7O13
Method: DFT, ωB97M-V with the def2-TZVPD basis set

ORCA input file:
```
! RIJCOSX wB97M-V def2-TZVPD def2/J DEFGRID3
* xyz 1 6
Ag -0.528 3.335 -2.609
Fe 1.232 -1.190 -3.327
N -1.148 0.386 -4.712
O -1.154 1.357 -3.962
O -0.347 -0.591 -4.426
O -1.906 0.253 -5.647
N 0.022 0.478 -0.750
O 0.401 -0.354 -1.645
O -0.265 1.623 -1.086
O 0.055 0.124 0.414
N 2.348 1.869 -3.828
O 2.083 0.615 -3.771
O 1.530 2.678 -3.377
O 3.361 2.213 -4.410
C -3.003 -0.475 2.525
C -2.001 -1.504 3.056
C -2.607 -2.672 3.837
O -3.375 -2.086 4.852
C -3.886 -2.967 5.824
N -1.207 -1.987 1.892
H -3.373 0.135 3.354
H -3.860 -0.980 2.075
H -2.504 0.194 1.828
H -1.319 -1.036 3.770
H -1.803 -3.309 4.224
H -3.213 -3.299 3.165
H -3.107 -3.163 6.572
H -4.314 -3.890 5.431
H -4.646 -2.420 6.384
H -1.749 -1.955 1.037
H -0.491 -1.291 1.733
C -1.923 3.484 1.159
C -2.797 3.221 -0.050
C -4.290 3.244 0.334
O -4.497 2.654 1.572
C -5.847 2.532 1.974
N -2.425 4.069 -1.180
H -0.881 3.246 0.942
H -2.257 2.943 2.038
H -1.952 4.552 1.409
H -2.631 2.175 -0.337
H -4.943 2.753 -0.402
H -4.556 4.320 0.357
H -6.480 2.016 1.243
H -6.269 3.539 2.065
H -5.820 1.983 2.909
H -2.080 4.966 -0.849
H -3.252 4.275 -1.734
C 5.427 -0.131 0.757
C 3.987 0.412 0.850
C 3.653 1.378 -0.268
O 4.339 2.592 -0.118
C 3.932 3.525 -1.101
N 3.128 -0.812 0.814
H 5.626 -0.478 -0.259
H 5.530 -0.984 1.433
H 6.200 0.556 1.101
H 3.893 0.868 1.837
H 2.606 1.634 -0.019
H 3.688 0.849 -1.227
H 4.630 4.359 -1.116
H 2.917 3.880 -0.902
H 3.962 3.112 -2.113
H 2.938 -1.035 1.791
H 2.165 -0.511 0.597
C 4.039 -3.718 -1.085
C 3.053 -3.237 -2.139
C 1.674 -3.805 -1.891
O 0.754 -3.066 -2.685
C -0.663 -3.322 -2.495
N 2.980 -1.749 -2.147
H 5.012 -3.227 -1.103
H 4.277 -4.781 -1.159
H 3.613 -3.518 -0.099
H 3.527 -3.510 -3.086
H 1.461 -3.772 -0.817
H 1.628 -4.871 -2.123
H -0.870 -3.160 -1.439
H -0.939 -4.264 -2.965
H -1.205 -2.559 -3.057
H 3.832 -1.293 -2.467
H 2.879 -1.425 -1.171
*
```

Properties
- Kohn-Sham gap (alpha / beta) (eV) = 8.0 / 4.8
- ΔE to the lowest compared entry with this formula, charge and spin (kJ/mol) = 0.0
- molecular weight (g mol⁻¹) = 706.3
- strongest force on any atom (eV Å⁻¹) = 4.2
- lowest unoccupied orbital energy (alpha / beta) (eV) = -3.18 / -6.46
- expectation value of S² = 8.761